# 1
This record from the OMol25 dataset describes a structure of composition C26H31GaIN4OP. The level of theory is the ωB97M-V functional and the def2-TZVPD basis.

HOMO: -7.53 eV
net charge: 0
calculated total energy: -105238.3420 eV
maximum force: 1.3 eV/A
HOMO-LUMO gap: 7.92 eV
LUMO level: 0.40 eV
energy above the lowest of the compared OMol25 structures with the same formula, charge and spin: 76.0 kJ/mol

CARTESIAN COORDINATES (ANGSTROEM)
Ga  0.3556  0.2719  -0.6658
C  -3.7583  -3.5034  0.7901
C  -4.4009  -2.3629  0.3341
C  -3.8185  -1.1170  0.5054
C  -2.6021  -0.9874  1.1797
C  -1.9933  -2.1332  1.6741
C  -2.5488  -3.3850  1.4555
P  -1.8856  0.6997  1.3563
C  -2.9696  1.8967  2.1834
C  -2.5644  3.2211  2.2804
C  -3.3984  4.1565  2.8739
C  -4.6386  3.7761  3.3623
C  -5.0418  2.4512  3.2636
C  -4.2093  1.5097  2.6824
C  -2.2806  1.1811  -0.4297
C  -3.3881  1.9429  -0.8019
C  -3.6804  2.1531  -2.1427
C  -2.8661  1.6146  -3.1275
C  -1.7429  0.8835  -2.7664
C  -1.4509  0.6530  -1.4280
H  -4.2030  -4.4791  0.6401
H  -5.3570  -2.4398  -0.1672
H  -4.3151  -0.2452  0.1078
H  -1.1095  -2.0531  2.2849
H  -2.0427  -4.2631  1.8375
H  -1.5973  3.5258  1.9006
H  -3.0728  5.1856  2.9554
H  -5.2877  4.5087  3.8240
H  -6.0045  2.1451  3.6523
H  -4.5078  0.4705  2.6404
H  -4.0343  2.3801  -0.0513
H  -4.5434  2.7467  -2.4182
H  -3.0917  1.7837  -4.1736
H  -1.0734  0.5039  -3.5302
C  2.8638  -0.6064  0.5649
N  3.9323  -1.5018  0.9621
C  3.4106  -2.4455  1.9564
N  2.2951  -3.2261  1.4152
C  1.2381  -2.3140  1.0154
N  1.7075  -1.3521  -0.0159
C  2.2087  -2.1318  -1.1785
N  3.2742  -3.0394  -0.7946
C  4.3707  -2.2595  -0.2118
C  2.7645  -3.9523  0.2339
H  3.2265  0.0987  -0.1835
H  2.5083  -0.0504  1.4336
H  3.0691  -1.8916  2.8325
H  4.2073  -3.1282  2.2544
H  0.9049  -1.7478  1.8886
H  0.4057  -2.8846  0.6033
H  2.5762  -1.4334  -1.9311
H  1.3758  -2.7002  -1.5982
H  4.7575  -1.5671  -0.9624
H  5.1683  -2.9427  0.0828
H  3.5605  -4.6380  0.5273
H  1.9364  -4.5300  -0.1823
C  2.6166  1.1279  -2.6567
O  1.5549  0.8936  -1.7928
H  3.5835  0.9235  -2.1786
H  2.6157  2.1726  -2.9776
H  2.5334  0.4995  -3.5496
I  -1.2399  -0.0117  4.1062
C  -0.1189  1.0642  1.1768
H  0.4414  0.8666  2.0808
H  -0.1080  2.1411  0.9763


# 2
This record from the OMol25 dataset describes a cluster of 2 separate species, C17H28NO5P in total. The level of theory is the ωB97M-V functional and the def2-TZVPD basis.

HOMO: -5.48 eV
net charge: 0
calculated total energy: -39098.3076 eV
maximum force: 2.3 eV/A
HOMO-LUMO gap: 2.89 eV
LUMO level: -2.59 eV
energy above the lowest of the compared OMol25 structures with the same formula, charge and spin: 232.1 kJ/mol

CARTESIAN COORDINATES (ANGSTROEM)
C  -0.7518  -6.3486  -2.0288
C  -0.4673  -5.0144  -2.6730
O  0.5830  -4.2953  -1.9504
P  0.2681  -2.8400  -1.3537
C  1.4964  -1.7665  -1.9904
C  1.2419  -0.7246  -2.9157
O  1.8851  0.2996  -3.1204
O  0.0590  -1.0221  -3.5771
C  -0.7743  0.1191  -3.8321
C  -1.4407  0.7130  -2.6132
O  -1.1585  -2.4389  -1.4148
O  0.8223  -3.0153  0.1826
C  0.4026  -1.9327  1.0413
C  0.7538  -2.1469  2.4975
H  -1.5814  -6.8164  -2.5528
H  0.1036  -7.0185  -2.0685
H  -1.0385  -6.2026  -0.9881
H  -0.1146  -5.0946  -3.7057
H  -1.3747  -4.3950  -2.6413
H  2.4488  -1.7624  -1.4956
H  -0.1522  0.8851  -4.3123
H  -1.5193  -0.2619  -4.5355
H  -2.0095  1.5757  -2.9536
H  -2.1138  0.0071  -2.1261
H  -0.7081  1.0594  -1.8799
H  0.8523  -0.9872  0.6873
H  -0.6891  -1.8529  0.9346
H  0.4903  -1.2250  3.0162
H  0.1680  -2.9587  2.9233
H  1.8105  -2.3494  2.6661
C  3.2548  2.6279  1.3537
N  1.8437  2.5663  1.7422
C  1.4995  1.6642  2.8486
C  0.9785  3.3702  1.1641
C  -0.3758  3.5911  1.5981
C  -0.7495  3.6962  2.9660
C  -2.0924  3.7929  3.3168
C  -3.0899  3.8437  2.3286
C  -2.7235  3.8140  0.9724
C  -1.3836  3.7126  0.6008
H  3.8132  1.9295  1.9745
H  3.3711  2.3647  0.2901
H  3.6262  3.6546  1.5041
H  2.3193  0.9448  2.9442
H  1.4035  2.2149  3.7963
H  0.5657  1.1134  2.6566
H  1.3169  3.8635  0.2348
H  0.0217  3.7265  3.7432
H  -2.3696  3.8421  4.3735
H  -4.1399  3.9151  2.6186
H  -3.4976  3.8652  0.2029
H  -1.0840  3.6976  -0.4499


# 3
This record from the OMol25 dataset describes a cluster of 2 separate species, H6N2 in total. The level of theory is the ωB97M-V functional and the def2-TZVPD basis.

HOMO: -10.15 eV
net charge: 0
calculated total energy: -3077.5888 eV
maximum force: 0.6 eV/A
HOMO-LUMO gap: 11.11 eV
LUMO level: 0.97 eV
energy above the lowest of the compared OMol25 structures with the same formula, charge and spin: 12.9 kJ/mol
SMILES: N.N

CARTESIAN COORDINATES (ANGSTROEM)
N  0.2318  0.7430  1.8107
H  -0.2972  -0.0671  2.1489
H  1.2072  0.4430  1.7146
H  -0.1107  0.9497  0.8670
N  -0.1923  -0.7549  -1.4881
H  -1.2051  -0.6337  -1.5892
H  0.2019  -0.7698  -2.4341
H  0.1645  0.0898  -1.0299


# 4
This record from the OMol25 dataset describes the molecule C12H26BNO3. The level of theory is the ωB97M-V functional and the def2-TZVPD basis.

HOMO: -8.27 eV
net charge: 0
calculated total energy: -21176.2530 eV
maximum force: 4.2 eV/A
HOMO-LUMO gap: 8.96 eV
LUMO level: 0.69 eV
energy above the lowest of the compared OMol25 structures with the same formula, charge and spin: 129.7 kJ/mol
SMILES: CN(C)CC(C)(C)COB1OCC(C)(C)CO1

CARTESIAN COORDINATES (ANGSTROEM)
C  -0.0444  -2.2587  3.7330
N  -0.3775  -1.7451  2.4044
C  -1.6767  -0.9743  2.5845
C  -0.5990  -2.8235  1.3356
C  0.1187  -2.4716  -0.0153
C  0.3557  -3.8240  -0.8062
C  1.5229  -1.8345  0.3133
C  -0.7376  -1.5762  -0.8880
O  -1.2689  -0.4665  -0.2895
B  -0.6631  0.7178  -0.6002
O  0.6029  0.8938  -1.0993
C  1.3918  2.0718  -1.2447
C  0.3776  3.2591  -1.5372
C  1.1461  4.5887  -1.5637
C  -0.3333  3.0740  -2.8510
C  -0.7772  3.2034  -0.4012
O  -1.3870  1.9135  -0.3099
H  0.7978  -3.0007  3.6414
H  0.3097  -1.4216  4.3875
H  -0.9645  -2.7595  4.1371
H  -1.5960  -0.1726  3.3310
H  -2.4973  -1.6201  2.9640
H  -1.9350  -0.5438  1.6699
H  -0.1493  -3.6831  1.8249
H  -1.5749  -2.9726  1.0610
H  0.8572  -3.5662  -1.7576
H  -0.6100  -4.3852  -0.9867
H  0.9718  -4.6515  -0.3057
H  2.0772  -2.0686  -0.5632
H  2.0161  -2.3022  1.1900
H  1.4057  -0.7226  0.4112
H  -1.4454  -2.2652  -1.3653
H  -0.0599  -1.2017  -1.6866
H  1.9563  2.2697  -0.2912
H  2.1560  1.9563  -2.0342
H  0.5989  5.4180  -1.8734
H  2.0522  4.5710  -2.0928
H  1.5653  4.7053  -0.5585
H  -1.0270  2.2411  -2.9678
H  0.4005  3.0125  -3.6636
H  -0.8875  3.9524  -2.9906
H  -1.6367  3.8588  -0.7854
H  -0.4319  3.6045  0.5400


# 5
This record from the OMol25 dataset describes a structure of composition C7H14N2SSi. The level of theory is the ωB97M-V functional and the def2-TZVPD basis.

HOMO: -8.67 eV
net charge: 0
calculated total energy: -29177.2545 eV
maximum force: 5.8 eV/A
HOMO-LUMO gap: 8.54 eV
LUMO level: -0.13 eV
energy above the lowest of the compared OMol25 structures with the same formula, charge and spin: 21.2 kJ/mol

CARTESIAN COORDINATES (ANGSTROEM)
C  2.6959  1.5250  0.0195
C  3.5093  0.4652  -0.1427
C  1.4775  -0.1378  0.0498
C  2.8877  -2.0775  -0.2748
C  -3.6028  -1.1147  0.1040
C  -1.3961  0.9170  -1.4597
C  -1.9146  1.3419  1.4610
N  1.3610  1.1050  0.1521
N  2.6680  -0.6533  -0.1632
Si  -2.0138  0.0348  0.1312
S  -0.4662  -1.5378  0.3143
H  2.8988  2.6527  0.1714
H  4.6102  0.3235  -0.0778
H  2.0002  -2.4799  -0.8109
H  3.9720  -2.1590  -0.6280
H  2.8878  -2.5435  0.7799
H  -3.4078  -2.1332  -0.1589
H  -4.1015  -0.9479  1.0366
H  -4.3074  -0.6066  -0.5772
H  -1.4824  0.3935  -2.4905
H  -1.9813  1.7471  -1.6221
H  -0.5102  1.3265  -1.1172
H  -1.6612  0.7416  2.3710
H  -1.1477  2.0742  1.1502
H  -2.9754  1.7430  1.7821


# 6
This record from the OMol25 dataset describes a cluster of 2 separate species, C2H4O3S in total. The level of theory is the ωB97M-V functional and the def2-TZVPD basis.

HOMO (alpha / beta): -8.35 / -8.33 eV
net charge: 0
calculated total energy: -19113.3565 eV
maximum force: 5.9 eV/A
HOMO-LUMO gap (alpha / beta): 7.56 / 7.55 eV
LUMO level (alpha / beta): -0.78 / -0.78 eV
energy above the lowest of the compared OMol25 structures with the same formula, charge and spin: 238.0 kJ/mol
SMILES: COC=O.O=S

CARTESIAN COORDINATES (ANGSTROEM)
C  -0.4762  0.7217  -0.2062
O  0.1310  0.1677  0.8435
C  1.3891  -0.0233  0.8117
O  2.1163  0.1014  -0.1398
H  -1.5582  0.4979  -0.3766
H  0.1166  0.3662  -1.1290
H  -0.4809  1.7759  -0.2410
H  1.7274  -0.6040  1.7666
O  1.4636  -2.4510  -2.1143
S  2.6158  -1.5740  -1.7228


# 7
This record from the OMol25 dataset describes a cluster of 2 separate species, C3H9N2O in total. The level of theory is the ωB97M-V functional and the def2-TZVPD basis.

HOMO: -14.20 eV
net charge: +1
calculated total energy: -8276.8103 eV
maximum force: 4.2 eV/A
HOMO-LUMO gap: 10.73 eV
LUMO level: -3.47 eV
energy above the lowest of the compared OMol25 structures with the same formula, charge and spin: 218.4 kJ/mol

CARTESIAN COORDINATES (ANGSTROEM)
C  2.4091  -0.0083  -0.1205
C  -2.4989  -0.3191  -0.2125
C  -1.1640  -0.4594  -0.7657
N  2.7746  -0.0613  1.1124
N  -0.0900  -0.2610  -0.0707
O  2.4295  1.0757  -0.7871
H  -3.0476  0.4671  -0.7865
H  -2.4591  -0.0397  0.9261
H  -2.8245  -1.2886  -0.2964
H  -1.0170  -0.6134  -1.7977
H  2.6821  -0.8648  1.6670
H  2.8798  0.8022  1.6643
H  2.0492  0.8477  -1.6030
H  -0.2648  -0.0780  0.9645
H  2.3157  -1.0818  -0.5627


# 8
This record from the OMol25 dataset describes a structure of composition C38H49ClF6N2O7PS2Se2Si2TeW. The level of theory is the ωB97M-V functional and the def2-TZVPD basis.

HOMO (alpha / beta): -5.22 / -5.22 eV
net charge: -1
calculated total energy: -272871.7916 eV
maximum force: 0.9 eV/A
HOMO-LUMO gap (alpha / beta): 6.91 / 6.91 eV
LUMO level (alpha / beta): 1.69 / 1.69 eV
energy above the lowest of the compared OMol25 structures with the same formula, charge and spin: 130.9 kJ/mol

CARTESIAN COORDINATES (ANGSTROEM)
W  -0.8929  -0.1688  -0.1405
Se  -3.1407  -1.0499  -0.1701
P  -1.1180  -2.6491  -0.0795
Se  -0.2407  -1.1025  -2.5368
C  -1.5407  -3.5671  1.4626
C  -1.0158  -4.8490  1.6342
C  -1.3121  -5.5917  2.7663
C  -2.1432  -5.0683  3.7451
C  -2.6912  -3.8072  3.5708
C  -2.4015  -3.0688  2.4332
C  -1.8825  -3.7916  -1.3109
C  -3.1996  -4.2005  -1.1208
C  -3.7913  -5.1131  -1.9785
C  -3.0717  -5.6387  -3.0415
C  -1.7537  -5.2531  -3.2287
C  -1.1600  -4.3452  -2.3637
H  -0.3728  -5.2740  0.8775
H  -0.8918  -6.5831  2.8809
H  -2.3704  -5.6450  4.6330
H  -3.3515  -3.3911  4.3213
H  -2.8593  -2.1023  2.2909
H  -3.7716  -3.8010  -0.2937
H  -4.8192  -5.4102  -1.8138
H  -3.5366  -6.3438  -3.7192
H  -1.1794  -5.6516  -4.0555
H  -0.1361  -4.0489  -2.5361
C  -0.7532  2.4677  1.7297
N  -1.7956  1.4812  1.3462
C  -2.9819  2.2447  0.9027
C  -2.1932  0.7342  2.5603
C  -1.0721  -0.1598  2.9480
C  -0.7912  -0.4133  4.2850
C  0.2685  -1.2322  4.6328
C  1.0681  -1.7559  3.6291
C  0.7828  -1.4930  2.2969
C  -0.3153  -0.7174  1.9118
H  -1.1406  3.1143  2.5227
H  -0.5166  3.0811  0.8686
H  0.1396  1.9582  2.0805
H  -3.3960  2.7684  1.7710
H  -3.7263  1.5623  0.4979
H  -2.6973  2.9678  0.1481
H  -3.0883  0.1580  2.3041
H  -2.4534  1.4387  3.3579
H  -1.4015  0.0453  5.0558
H  0.4848  -1.4370  5.6737
H  1.9237  -2.3715  3.8796
H  1.4480  -1.8955  1.5518
F  -2.1856  3.9662  -3.9639
C  -2.2865  2.6955  -3.5849
F  -2.0526  1.9233  -4.6491
F  -3.5281  2.4735  -3.1606
S  -1.0007  2.3233  -2.2724
O  -1.8406  1.3329  -1.4494
O  0.4707  0.9027  -0.2902
N  -0.9818  3.6817  -1.4395
S  0.2814  4.6857  -1.5370
O  1.6455  3.6122  -1.4473
O  0.4878  5.1354  -2.9070
C  1.9456  6.1205  1.4688
F  0.7646  6.7657  1.7096
F  2.5249  6.1090  2.7514
F  1.4193  4.6669  1.4751
O  4.2320  -2.0089  -1.2281
C  3.9674  -3.3207  -1.1445
C  5.0202  -4.2081  -1.3749
C  4.8034  -5.5682  -1.3151
C  3.5403  -6.0854  -1.0281
C  2.4973  -5.2160  -0.7936
C  2.6918  -3.8319  -0.8400
C  1.5752  -2.9035  -0.5886
O  0.4445  -3.4758  -0.2620
O  1.7105  -1.6799  -0.6705
H  3.3890  -1.5286  -1.0772
H  5.9942  -3.7980  -1.6052
H  5.6302  -6.2429  -1.5003
H  3.3803  -7.1542  -0.9922
H  1.5061  -5.5885  -0.5735
C  5.9509  5.3490  2.2975
Si  5.1310  3.7512  1.7890
C  6.4228  2.4478  1.3783
C  4.0202  3.1020  3.1486
C  4.1282  4.0846  0.2214
Te  2.5112  2.7724  0.0449
C  3.4845  1.4443  -1.2529
Si  4.0615  1.9856  -2.9887
C  5.7795  1.2399  -3.1605
C  2.8952  1.2085  -4.2242
C  4.1748  3.8162  -3.3503
H  6.5659  5.2118  3.1909
H  5.1834  6.0924  2.5153
H  6.5906  5.7356  1.5006
H  7.0567  2.2312  2.2417
H  7.0704  2.7778  0.5621
H  5.9644  1.5030  1.0728
H  4.5516  3.1063  4.1037
H  3.7007  2.0712  2.9630
H  3.1312  3.7269  3.2440
H  4.7407  4.0232  -0.6761
H  3.6404  5.0673  0.2986
H  2.7603  0.6356  -1.3757
H  4.3450  1.0527  -0.6974
H  5.7560  0.1553  -3.0297
H  6.4560  1.6490  -2.4050
H  6.2047  1.4557  -4.1436
H  2.7347  0.1480  -4.0229
H  3.2874  1.3101  -5.2396
H  1.9194  1.6983  -4.1861
H  4.8307  4.3698  -2.6769
H  3.1940  4.2908  -3.3273
H  4.5850  3.9183  -4.3600
Cl  -2.0855  -1.0250  -3.6996


Copy entry 3 word for word.
This record from the OMol25 dataset describes a cluster of 2 separate species, H6N2 in total. The level of theory is the ωB97M-V functional and the def2-TZVPD basis.

HOMO: -10.15 eV
net charge: 0
calculated total energy: -3077.5888 eV
maximum force: 0.6 eV/A
HOMO-LUMO gap: 11.11 eV
LUMO level: 0.97 eV
energy above the lowest of the compared OMol25 structures with the same formula, charge and spin: 12.9 kJ/mol
SMILES: N.N

CARTESIAN COORDINATES (ANGSTROEM)
N  0.2318  0.7430  1.8107
H  -0.2972  -0.0671  2.1489
H  1.2072  0.4430  1.7146
H  -0.1107  0.9497  0.8670
N  -0.1923  -0.7549  -1.4881
H  -1.2051  -0.6337  -1.5892
H  0.2019  -0.7698  -2.4341
H  0.1645  0.0898  -1.0299